Formula: C46H75BIrN9PS
Source: the OMol25 dataset
Level of theory: ωB97M-V/def2-TZVPD

Last column: Mulliken charge in e.
Positions of all 134 atoms, in Å:
Ir 0.888200 -0.456206 0.438785  2.9653
C 3.931354 -4.222151 -1.024635  -1.6772
C 2.507208 -4.203573 -0.438541  0.6222
C 1.561032 -3.720603 -1.497794  0.3667
C 2.563777 -3.355631 0.805196  -1.2921
C 3.398032 -3.745284 1.863068  -1.6952
C 3.742316 -2.586510 2.503406  -0.3943
N 3.098148 -1.572738 1.919954  0.5547
N 2.281766 -2.038977 0.928715  1.3611
B 3.787455 -0.259613 1.541981  -0.6738
N 3.026954 0.947165 2.039705  0.1272
C 3.526898 2.038208 2.627978  -1.0218
C 2.869523 3.134611 2.124564  -0.8683
C 2.000803 2.627715 1.152772  -0.4460
N 2.052651 1.281225 1.167905  1.0702
C 1.355244 3.430179 0.078169  2.1787
C 0.817748 4.770328 0.565853  -1.8345
C 2.371238 3.608021 -1.058834  -1.2774
N 3.774188 -0.186368 -0.043796  0.4758
C 4.886705 -0.144652 -0.780189  -1.1127
C 4.554433 -0.193089 -2.109710  -0.9262
C 3.158570 -0.277852 -2.142591  -0.9215
N 2.672483 -0.267537 -0.888004  0.9472
C 2.399729 -0.379679 -3.434627  2.2641
C 2.897588 -1.564698 -4.270325  -1.5878
C 2.586129 0.915377 -4.233773  -1.6262
H 3.950743 -4.849436 -1.917246  0.4601
H 4.663830 -4.611257 -0.320569  0.4315
H 4.234642 -3.210667 -1.310532  0.2915
H 2.250829 -5.225768 -0.154699  0.6241
H 1.797476 -2.698751 -1.794408  -0.6536
H 0.536719 -3.746490 -1.150761  -1.3507
H 1.631740 -4.361629 -2.375664  0.9733
H 3.805086 -4.730132 2.019847  0.6949
H 4.476490 -2.393962 3.269021  0.6595
H 4.917937 -0.239608 1.929615  -0.1313
H 4.360333 1.957183 3.306802  0.6571
H 3.052448 4.171226 2.350313  0.6632
H 0.541150 2.838915 -0.303447  -1.3507
H 1.629173 5.435847 0.866890  0.5087
H 0.140301 4.651800 1.414363  0.1833
H 0.272562 5.271469 -0.236058  0.3467
H 3.247454 4.158195 -0.711394  0.5032
H 1.929296 4.172650 -1.883465  0.3945
H 2.710068 2.640769 -1.438936  0.0956
H 5.847185 -0.084023 -0.294298  0.5813
H 5.223158 -0.172158 -2.952768  0.6592
H 1.347405 -0.535742 -3.214619  -1.4898
H 3.934026 -1.416737 -4.576202  0.4451
H 2.297653 -1.654635 -5.177367  0.4563
H 2.842748 -2.508647 -3.729663  0.1141
H 3.646206 1.078550 -4.433786  0.5138
H 2.214723 1.791003 -3.698648  0.0955
H 2.078145 0.854485 -5.196696  0.5163
C -4.475132 3.973739 1.918367  -1.7711
C -3.119682 3.326511 2.028667  -0.1541
C -2.351379 3.467289 3.186982  -1.0446
C -1.084871 2.893102 3.277528  0.6211
C -0.198618 3.114417 4.474405  -1.6716
C -0.621829 2.134284 2.217199  -0.8319
C -1.350961 1.942469 1.019673  2.0791
C -2.614579 2.599039 0.968370  -0.3606
N -0.795748 1.215308 -0.016388  0.6522
C -1.339487 1.517080 -1.424690  0.7457
C -1.349587 3.033967 -1.764280  -0.1809
C -1.810191 3.260572 -3.210426  0.0962
C -0.826060 2.579844 -4.162276  -1.4454
C -0.814394 1.080592 -3.865483  0.5780
C -2.213918 0.514445 -4.100064  -1.0975
C -3.189186 1.195250 -3.145701  -0.2782
C -3.216304 2.699085 -3.411374  -1.5683
C -2.749103 0.925193 -1.701317  -0.7786
C -0.388593 0.851006 -2.408512  -0.5735
H -4.705905 4.562034 2.804402  0.4695
H -5.259560 3.225025 1.797557  0.3374
H -4.519829 4.637313 1.053823  0.3428
H -2.733615 4.058797 4.012025  0.4726
H -0.758394 3.513897 5.319024  0.4932
H 0.594417 3.825075 4.232152  0.2820
H 0.292751 2.187824 4.780890  0.2918
H 0.363996 1.732018 2.294325  -0.5658
H -3.235543 2.540342 0.097591  0.9690
H -0.345097 3.441000 -1.678618  -0.5004
H -1.986254 3.605206 -1.092757  1.0597
H -1.810957 4.337516 -3.391652  0.3697
H 0.175081 3.003895 -4.033385  0.5088
H -1.119016 2.755156 -5.200188  0.5036
H -0.106969 0.575588 -4.522335  0.7349
H -2.220462 -0.565465 -3.934065  0.0793
H -2.515989 0.680099 -5.136914  0.5674
H -4.189924 0.775767 -3.273948  0.4666
H -3.925171 3.194570 -2.739767  0.5052
H -3.555890 2.891207 -4.431862  0.6005
H -2.714945 -0.146188 -1.550513  -1.0156
H -3.517974 1.299701 -1.033598  0.8145
H 0.619158 1.243108 -2.236963  -0.6071
H -0.366893 -0.217036 -2.185298  -0.7905
S 0.442718 -0.812047 2.828231  0.0907
C -0.974963 -1.277062 3.738130  0.2309
N -2.035890 -0.493615 3.854890  0.1471
C -3.166945 -0.771128 4.745849  -0.7162
C -3.275564 -2.269028 4.968083  -0.5778
C -1.929799 -2.823126 5.402078  -0.7412
N -0.909898 -2.401482 4.435130  0.0416
H -1.978413 0.400218 3.381061  -0.3269
H -4.066933 -0.373779 4.279379  0.3913
H -3.016896 -0.245853 5.691575  0.4142
H -3.598414 -2.760220 4.046960  0.2081
H -4.023330 -2.474470 5.731860  0.4146
H -1.937720 -3.910912 5.421495  0.4193
H -1.658486 -2.469287 6.398392  0.3653
H -0.057719 -2.931529 4.326676  0.2824
C -3.787016 -1.963688 0.436155  -1.9807
C -2.428543 -1.310940 0.703717  1.0964
P -0.909503 -2.099693 0.010784  1.2042
C -1.598728 -2.630290 -1.649206  -0.9525
C -0.848339 -2.817032 -2.968894  -1.9355
C -1.108280 -3.628408 1.038598  0.2838
C -0.224736 -4.862835 1.078216  -1.5367
H -4.545919 -1.432771 1.013858  0.4348
H -3.841142 -3.011552 0.727930  0.4449
H -4.082728 -1.891984 -0.610249  0.3054
H -2.251864 -1.255005 1.772372  -0.5056
H -2.469195 -0.287682 0.365165  -0.6804
H -2.382552 -1.902059 -1.827640  0.6903
H -2.134195 -3.553877 -1.413858  0.8105
H -0.059535 -2.084957 -3.126177  0.3280
H -1.564366 -2.712724 -3.783779  0.4609
H -0.414217 -3.805903 -3.061260  0.5472
H -2.103237 -3.946174 0.721406  0.5803
H -1.232385 -3.244361 2.050336  -0.2261
H -0.119603 -5.335775 0.103100  0.3105
H -0.700999 -5.595062 1.732806  0.5771
H 0.758226 -4.653608 1.485413  0.2237

Cartesian forces, eV/Å:
Ir -0.2093 -0.2133 0.3926
C 0.0290 0.0238 -0.0155
C -0.0109 0.0030 0.0110
C -0.0818 0.0466 -0.0152
C -0.0072 0.2028 -0.2334
C 0.0965 -0.0383 0.0472
C 0.1123 -0.1082 -0.0515
N -0.2319 0.0194 0.1515
N 0.0965 -0.0893 0.1935
B 0.2500 0.0120 -0.2679
N -0.0832 -0.0859 0.2832
C 0.0692 0.0288 -0.0644
C 0.1219 0.0842 -0.0726
C 0.2872 -0.0964 -0.2552
N -0.1106 0.4208 -0.1899
C 0.0022 0.0248 0.0570
C -0.0085 0.0241 0.0179
C 0.0235 0.0040 0.0073
N -0.0971 -0.0886 0.0109
C 0.0258 0.0291 0.0410
C 0.0286 0.0175 -0.0033
C 0.1016 -0.1026 0.0288
N 0.1243 0.1564 -0.1724
C -0.0083 -0.0267 0.0288
C 0.0096 -0.0032 -0.0135
C -0.0291 0.0250 0.0014
H -0.0121 0.0133 0.0049
H -0.0068 -0.0083 0.0045
H -0.0034 -0.0125 0.0093
H -0.0086 -0.0006 0.0669
H 0.0000 0.0108 0.0075
H -0.0441 -0.0903 -0.0110
H -0.0064 0.0182 -0.0403
H -0.0320 0.0060 0.0117
H -0.0328 -0.0098 0.0074
H -0.0296 -0.0339 0.0010
H -0.0336 0.0058 0.0163
H -0.0116 -0.0192 0.0038
H 0.0031 -0.0680 -0.0123
H -0.0047 -0.0157 0.0035
H 0.0042 0.0102 -0.0308
H 0.0200 -0.0015 0.0074
H -0.0125 0.0097 -0.0085
H -0.0194 -0.0160 0.0070
H -0.0032 0.0155 0.0212
H -0.0109 -0.0006 -0.0254
H -0.0145 -0.0051 0.0161
H 0.0097 0.0048 -0.0173
H -0.0078 0.0023 0.0017
H 0.0032 0.0027 0.0084
H -0.0080 0.0001 0.0159
H -0.0148 0.0027 -0.0004
H -0.0069 -0.0195 -0.0039
H -0.0217 -0.0066 0.0084
C 0.0055 -0.0150 -0.0043
C 0.0057 0.0094 0.0341
C 0.0520 0.0384 0.0162
C -0.0329 -0.0338 0.0227
C -0.0184 -0.0473 -0.0022
C -0.1212 -0.1963 0.1765
C 0.0056 0.0630 0.0214
C -0.0063 -0.0958 0.0027
N -0.1088 0.1007 -0.1269
C 0.0329 -0.0659 0.1553
C -0.0496 -0.0074 -0.0277
C -0.0040 -0.0058 0.0031
C 0.0096 0.0225 0.0047
C -0.0127 0.0293 0.0284
C 0.0090 -0.0288 -0.0073
C 0.0042 0.0255 0.0091
C 0.0086 -0.0061 -0.0150
C 0.0174 0.0397 -0.0303
C 0.0281 0.0611 0.0409
H 0.0021 -0.0029 -0.0079
H 0.0015 0.0045 -0.0020
H 0.0030 -0.0038 0.0041
H 0.0007 -0.0164 -0.0105
H 0.0077 -0.0158 -0.0079
H -0.0146 0.0183 -0.0086
H -0.0383 0.0179 -0.0188
H -0.1841 -0.1580 0.1461
H -0.0235 -0.0110 -0.0337
H -0.0252 -0.0216 -0.0586
H 0.0036 0.0047 0.0307
H -0.0078 0.0054 0.0023
H -0.0194 -0.0063 -0.0004
H 0.0033 -0.0072 0.0037
H 0.0675 -0.0279 -0.0395
H -0.0030 -0.0349 -0.0003
H 0.0047 0.0075 0.0073
H -0.0029 0.0012 0.0033
H 0.0143 -0.0056 -0.0016
H -0.0062 0.0003 0.0098
H 0.0127 -0.0934 -0.0497
H -0.0083 -0.0204 0.0302
H -0.0303 0.0022 0.0063
H 0.0110 -0.0525 -0.0045
S 0.0843 -0.2863 0.0300
C -0.1775 0.4218 -0.0573
N 0.0411 0.1411 0.0550
C -0.0114 0.0200 -0.0517
C -0.0184 -0.0113 0.0046
C 0.0444 0.0073 -0.0201
N 0.0964 -0.0076 -0.0149
H -0.0104 -0.0042 0.0516
H -0.0079 -0.0045 0.0039
H 0.0045 -0.0009 -0.0039
H 0.0113 0.0055 -0.0004
H -0.0004 -0.0027 -0.0070
H -0.0016 -0.0007 0.0064
H -0.0004 0.0140 0.0044
H -0.0173 -0.0375 -0.0020
C -0.0177 0.0400 0.0011
C -0.0466 -0.0764 -0.0127
P 0.1527 0.1145 -0.2971
C -0.0002 0.0159 -0.0177
C 0.0042 0.0007 0.0153
C 0.0242 -0.0236 0.0625
C -0.0120 -0.0313 -0.0532
H -0.0054 0.0004 -0.0133
H -0.0006 0.0218 0.0000
H -0.0109 -0.0126 0.0190
H -0.0578 -0.0646 -0.1136
H 0.0532 0.1174 0.0245
H -0.0304 0.0836 -0.0112
H 0.0063 -0.0047 0.0152
H 0.0187 0.0177 -0.0021
H -0.0018 0.0197 -0.0046
H 0.0215 -0.0143 0.0022
H 0.0017 -0.0046 0.0501
H 0.0578 0.0162 0.0360
H 0.0202 0.0077 0.0001
H -0.0046 0.0062 -0.0143
H 0.0026 -0.0196 0.0236

- expectation value of S² = 0.79
- spin multiplicity = 2
- lowest unoccupied orbital energy (spin up / spin down) (eV) = -5.528 / -6.767
- E (hartree) = -3158.9677
- net charge = +2
- energy above the lowest of the compared OMol25 structures with the same formula, charge and spin (kcal per mole) = 22.8